57
Properties=species:S:1:pos:R:3:mulliken_charge:R:1 method="wB97M-V/def2-TZVPD" relative_energy_ev=0.000 total_energy_ev=-67232.16421 e_homo_ev=-13.550 lumo_ha=-0.3473 charge=+1
Tl 0.572 -0.621 -1.947 1.443
F -1.075 -2.929 -2.149 -0.467
F -1.095 1.495 -2.709 -0.469
O 2.592 1.384 -2.070 -0.598
C 3.664 1.861 -2.343 0.340
O 4.635 2.057 -1.381 -0.338
C 5.740 2.754 -1.963 -0.347
C 5.423 3.115 -3.399 -0.616
C 4.136 2.351 -3.696 -0.178
H 6.487 1.958 -1.981 0.284
H 5.977 3.632 -1.367 0.300
H 6.192 2.783 -4.098 0.267
H 5.343 4.175 -3.632 0.308
H 4.231 1.472 -4.331 0.332
H 3.397 3.086 -4.011 0.247
O 0.618 1.140 0.377 -0.434
C 0.003 1.387 1.403 0.509
O -0.216 2.646 1.713 -0.386
C -1.203 2.794 2.752 -0.549
C -1.781 1.393 2.875 -0.537
C -0.677 0.456 2.360 0.426
H -1.921 3.556 2.460 0.353
H -0.656 3.112 3.640 0.311
H -2.613 1.410 2.169 0.014
H -2.084 1.137 3.888 0.451
H -1.169 -0.351 1.826 -0.380
H 0.015 0.106 3.124 0.453
O -1.940 -0.320 -0.539 0.015
S -3.359 -0.499 -0.769 1.000
O -4.083 -1.602 -0.216 -0.692
O -4.149 0.838 -0.301 -0.349
C -3.677 2.151 -0.671 0.604
C -4.878 3.078 -0.673 -1.508
C -3.798 -0.446 -2.564 -0.975
H -3.150 2.129 -1.627 0.167
H -2.944 2.467 0.073 -0.114
H -4.599 4.101 -0.922 0.405
H -5.337 3.100 0.315 0.343
H -5.606 2.713 -1.397 0.341
H -3.285 0.420 -2.980 0.306
H -4.882 -0.487 -2.556 0.384
H -3.266 -1.307 -2.969 0.353
O -0.373 -2.745 2.776 -0.649
S 0.187 -2.998 1.470 1.085
O 0.417 -1.906 0.540 -0.502
O 1.569 -3.839 1.653 -0.263
C 1.575 -4.861 2.676 -0.310
C 2.959 -4.761 3.302 -1.187
C -0.792 -4.283 0.659 -0.903
H 1.528 -5.818 2.150 0.280
H 0.664 -4.801 3.269 0.476
H 3.063 -3.747 3.689 0.288
H 3.677 -4.953 2.509 0.299
H 3.077 -5.436 4.148 0.376
H -0.276 -4.715 -0.194 0.374
H -1.698 -3.824 0.259 0.257
H -1.160 -5.010 1.381 0.358